This record from OMol25 describes one molecule with the formula C20H23N3O4. The level of theory is the ωB97M-V functional and the def2-TZVPD basis.

HOMO level (eV): -8.2904
SMILES: Cc1ccc(NC(=O)CCC(=O)NNC(=O)COc2ccccc2)c(C)c1
HOMO-LUMO gap (eV): 8.9

Geometry (Å):
C1 -0.4096 1.6063 -5.1583
C2 0.0979 0.7473 -4.0392
C3 -0.6093 0.6180 -2.8523
C4 -0.1122 -0.1583 -1.8245
C5 1.1004 -0.8248 -1.9613
C6 1.8100 -0.7436 -3.1632
C7 1.2943 0.0566 -4.1728
H1 1.8396 0.1314 -5.1036
C8 3.0692 -1.5179 -3.3854
H2 3.3421 -1.5135 -4.4376
H3 2.9457 -2.5480 -3.0524
H4 3.8830 -1.0833 -2.8057
N1 1.5416 -1.6224 -0.8841
C9 2.7518 -1.5541 -0.2810
O1 3.6628 -0.8280 -0.6195
C10 2.8786 -2.4987 0.9156
H5 3.9234 -2.8029 0.9838
H6 2.2525 -3.3801 0.7760
C11 2.4857 -1.7817 2.2107
C12 0.9894 -1.5865 2.3246
O2 0.1571 -2.0334 1.5531
N2 0.6108 -0.8858 3.4138
N3 -0.7328 -0.5788 3.6059
C13 -1.1061 0.3659 4.4896
O3 -0.3219 0.9044 5.2447
C14 -2.6065 0.6498 4.4651
O4 -3.2154 0.3463 3.2358
C15 -2.8841 1.1057 2.1374
C16 -1.9398 2.1238 2.1338
C17 -1.6841 2.8149 0.9601
C18 -2.3562 2.5018 -0.2060
C19 -3.2935 1.4806 -0.2012
C20 -3.5574 0.7841 0.9605
H7 -4.2831 -0.0134 0.9847
H8 -3.8237 1.2229 -1.1058
H9 -2.1481 3.0499 -1.1117
H10 -0.9479 3.6045 0.9652
H11 -1.3975 2.3894 3.0282
H12 -2.7703 1.6931 4.7621
H13 -3.0946 0.0027 5.2009
H14 -1.3473 -0.9942 2.9140
H15 1.2253 -0.4054 4.0592
H16 2.9800 -0.8086 2.2544
H17 2.8163 -2.3662 3.0733
H18 0.7987 -2.0321 -0.3250
H19 -0.6655 -0.2511 -0.9000
H20 -1.5538 1.1257 -2.7271
H21 0.1907 2.5130 -5.2364
H22 -0.3418 1.0802 -6.1087
H23 -1.4443 1.8942 -4.9896


This record from OMol25 describes C33H26F10MoN6O4 as an isolated structure in a non-equilibrium geometry. The level of theory is the ωB97M-V functional and the def2-TZVPD basis.

Spin multiplicity: 3
HOMO level (spin up / spin down) (eV): -7.1278 / -7.9428
HOMO-LUMO gap (spin up / spin down) (eV): 6.6 / 7.2

Geometry (Å):
Mo1 -0.4102 -0.8446 -0.2175
C1 -1.6545 -2.7268 -2.6129
N1 -2.0720 -2.0796 -1.3501
C2 -2.5266 -3.1138 -0.3894
C3 -2.6992 -2.5157 0.9885
N2 -1.4612 -1.8238 1.3195
C4 -1.3411 -1.3510 2.6258
C5 -2.2448 -0.4781 3.2224
F1 -3.3158 -0.0559 2.5335
C6 -2.0416 0.0665 4.4799
F2 -2.9206 0.9384 4.9808
C7 -0.8996 -0.2479 5.1947
F3 -0.6796 0.2948 6.3952
C8 0.0136 -1.1288 4.6417
F4 1.1196 -1.4614 5.3177
C9 -0.2268 -1.6771 3.3940
F5 0.6778 -2.5706 2.9414
C10 -3.1761 -1.1379 -1.6730
C11 -2.5291 0.1216 -2.1663
N3 -1.6422 0.5549 -1.0926
C12 -1.6776 1.9230 -0.8366
C13 -2.8781 2.5689 -0.5424
F6 -4.0163 1.8569 -0.4496
C14 -2.9636 3.9285 -0.2954
F7 -4.1480 4.4891 -0.0274
C15 -1.8164 4.7014 -0.2945
F8 -1.8780 6.0144 -0.0463
C16 -0.6006 4.0887 -0.5437
F9 0.5245 4.8110 -0.5237
C17 -0.5467 2.7329 -0.8151
F10 0.6734 2.1970 -1.0000
H1 -2.5308 -3.1740 -3.0932
H2 -0.9287 -3.5032 -2.4023
H3 -1.2221 -1.9855 -3.2810
H4 -1.7639 -3.8911 -0.3748
H5 -3.4582 -3.5638 -0.7535
H6 -2.8903 -3.3347 1.6932
H7 -3.5804 -1.8629 1.0260
H8 -3.7545 -0.9394 -0.7716
H9 -3.8289 -1.5977 -2.4240
H10 -3.2738 0.8854 -2.3977
H11 -1.9733 -0.0539 -3.0876
C18 3.4293 -0.5368 1.8050
C19 2.0441 -0.0468 1.5221
O1 1.3453 -0.7803 0.7635
C20 1.5037 1.1234 2.1014
C21 2.2685 1.9478 2.9741
C22 1.7053 3.0074 3.6127
C23 0.3280 3.2788 3.4015
C24 -0.4375 2.5144 2.5760
C25 0.1309 1.4023 1.8827
O2 -0.6508 0.7237 1.1170
H12 3.6326 -1.4225 1.2114
H13 3.5286 -0.7625 2.8686
H14 4.1583 0.2353 1.5548
H15 3.3143 1.7207 3.1306
H16 2.2891 3.6313 4.2725
H17 -0.1267 4.1207 3.9090
H18 -1.4874 2.7199 2.4108
N4 0.7118 -4.0884 -1.1701
N5 0.6020 -2.9867 -0.2371
H19 1.3581 -4.7654 -0.7648
H20 1.1992 -3.7030 -1.9780
H21 1.5432 -2.5950 -0.1099
H22 0.2566 -3.3385 0.6533
O3 -0.0873 0.8903 -3.4913
C26 0.9080 0.3472 -3.0804
N6 1.0126 -0.5607 -2.0040
C27 2.3102 -1.0332 -1.9967
O4 2.7863 -1.9070 -1.2819
C28 3.1160 -0.3301 -3.0422
C29 4.4525 -0.4346 -3.3682
C30 4.9084 0.3801 -4.4001
C31 4.0434 1.2503 -5.0688
C32 2.6963 1.3316 -4.7277
C33 2.2665 0.5207 -3.6975
H23 5.1080 -1.1165 -2.8444
H24 5.9495 0.3412 -4.6924
H25 4.4318 1.8702 -5.8654
H26 2.0135 1.9964 -5.2381